No. 1
{
  "formula": "C57H40N9OPRbS",
  "method": "ωB97M-V with the def2-TZVPD basis set",
  "energy_ev": -95997.1837,
  "total_charge": -2,
  "s2": 0.90,
  "spin_multiplicity": 2,
  "gap_ha": [0.1134, 0.1201],
  "homo_energy_ha": [0.007, 0.001],
  "relative_energy_ev": 0.490,
  "elements": ["Rb", "C", "C", "C", "C", "C", "N", "C", "N", "C", "C", "C", "C", "C", "C", "C", "C", "N", "C", "N", "C", "N", "C", "N", "C", "N", "C", "C", "C", "C", "C", "C", "C", "C", "C", "C", "C", "C", "N", "C", "C", "H", "H", "H", "H", "H", "H", "H", "H", "H", "H", "H", "H", "H", "H", "H", "H", "C", "C", "C", "C", "C", "O", "C", "N", "C", "C", "C", "C", "C", "C", "P", "C", "C", "C", "C", "C", "C", "C", "C", "C", "C", "C", "C", "H", "H", "H", "H", "H", "H", "H", "H", "H", "H", "H", "H", "H", "H", "H", "H", "H", "H", "H", "H", "H", "H", "H", "H", "S", "C"],
  "xyz": [[0.55, -0.05, 0.35], [6.62, -2.46, 3.57], [6.93, -3.11, 2.35], [6.09, -3.00, 1.26], [4.95, -2.21, 1.37], [3.84, -1.92, 0.49], [2.97, -1.10, 1.12], [3.39, -0.87, 2.37], [2.77, -0.06, 3.29], [1.46, -0.03, 3.37], [0.75, 0.98, 4.21], [1.19, 2.05, 4.96], [0.24, 2.80, 5.65], [-1.11, 2.48, 5.58], [-1.55, 1.40, 4.81], [-0.60, 0.66, 4.14], [-0.69, -0.54, 3.25], [-1.82, -1.14, 3.00], [-1.84, -2.15, 2.04], [-1.18, -2.11, 0.88], [-1.39, -3.27, 0.20], [-0.85, -3.62, -0.99], [0.35, -3.22, -1.37], [1.30, -2.59, -0.62], [2.49, -2.66, -1.25], [3.69, -2.44, -0.75], [2.29, -3.26, -2.59], [3.15, -3.51, -3.65], [2.62, -4.11, -4.79], [1.27, -4.46, -4.86], [0.42, -4.22, -3.79], [0.94, -3.61, -2.66], [-2.32, -4.08, 0.94], [-2.88, -5.35, 0.73], [-3.70, -5.87, 1.70], [-3.96, -5.17, 2.90], [-3.40, -3.94, 3.13], [-2.58, -3.37, 2.14], [0.56, -0.89, 2.85], [4.64, -1.56, 2.59], [5.48, -1.69, 3.70], [7.30, -2.58, 4.41], [7.82, -3.72, 2.28], [6.30, -3.51, 0.33], [2.25, 2.29, 5.01], [0.55, 3.65, 6.25], [-1.83, 3.08, 6.12], [-2.60, 1.13, 4.75], [4.19, -3.25, -3.58], [3.27, -4.31, -5.64], [0.89, -4.92, -5.76], [-0.63, -4.50, -3.83], [-2.66, -5.90, -0.18], [-4.15, -6.85, 1.56], [-4.60, -5.63, 3.66], [-3.57, -3.40, 4.06], [5.24, -1.20, 4.63], [2.07, 0.63, -3.35], [2.83, 1.85, -2.84], [3.42, 1.60, -1.46], [1.97, 3.12, -2.89], [1.76, 3.64, -4.32], [0.34, 3.86, -4.43], [-0.20, 3.34, -3.28], [0.60, 2.93, -2.38], [-1.69, 3.36, -3.26], [-2.32, 3.97, -4.35], [-3.70, 4.05, -4.42], [-4.47, 3.53, -3.39], [-3.85, 2.92, -2.31], [-2.47, 2.82, -2.22], [-1.75, 1.95, -0.75], [-2.11, 3.20, 0.53], [-2.57, 2.91, 1.81], [-2.69, 3.92, 2.76], [-2.35, 5.22, 2.46], [-1.85, 5.52, 1.19], [-1.72, 4.51, 0.25], [-2.92, 0.56, -0.62], [-3.99, 0.36, 0.24], [-4.68, -0.85, 0.24], [-4.34, -1.85, -0.65], [-3.31, -1.65, -1.55], [-2.60, -0.47, -1.52], [2.75, -0.22, -3.48], [1.58, 0.81, -4.31], [1.31, 0.31, -2.64], [3.67, 2.04, -3.53], [2.65, 1.46, -0.71], [4.05, 2.43, -1.14], [4.03, 0.69, -1.45], [2.44, 3.89, -2.26], [2.04, 2.90, -5.07], [2.26, 4.58, -4.53], [-1.72, 4.37, -5.15], [-4.17, 4.52, -5.28], [-5.55, 3.59, -3.43], [-4.45, 2.49, -1.52], [-2.77, 1.89, 2.11], [-3.03, 3.66, 3.76], [-2.44, 6.00, 3.20], [-1.54, 6.52, 0.95], [-1.30, 4.75, -0.72], [-4.28, 1.12, 0.95], [-5.47, -1.01, 0.97], [-4.85, -2.81, -0.61], [-3.00, -2.45, -2.21], [-1.74, -0.35, -2.18], [2.02, 3.96, 1.84], [1.24, 2.78, 1.27]]
}

No. 2
{
  "formula": "C2H3Cl2N",
  "method": "ωB97M-V with the def2-TZVPD basis set",
  "energy_ev": -28652.4147,
  "gap_ha": [0.2720, 0.2721],
  "homo_energy_ha": [-0.325, -0.325],
  "relative_energy_ev": 4.522,
  "elements": ["C", "C", "N", "Cl", "Cl", "H", "H", "H"],
  "xyz": [[0.24, 0.68, -0.54], [0.00, 0.22, 0.89], [0.96, -0.34, 0.21], [-2.30, -0.83, -0.19], [1.94, -1.70, -0.12], [-0.64, 0.27, -1.20], [0.61, 1.59, -0.66], [-0.80, 0.10, 1.60]]
}

No. 3
{
  "formula": "C27H18Co2IN2O9",
  "method": "ωB97M-V with the def2-TZVPD basis set",
  "energy_ev": -133049.0425,
  "total_charge": -2,
  "s2": 0.77,
  "spin_multiplicity": 2,
  "gap_ha": [0.1455, 0.1399],
  "homo_energy_ha": [0.005, 0.011],
  "relative_energy_ev": 1.240,
  "elements": ["O", "C", "Co", "C", "O", "C", "O", "C", "C", "C", "C", "C", "C", "C", "C", "C", "Co", "C", "O", "C", "O", "C", "O", "H", "H", "H", "H", "H", "H", "H", "C", "N", "C", "O", "C", "I", "C", "C", "C", "C", "C", "C", "C", "O", "N", "C", "C", "O", "H", "H", "H", "H", "H", "H", "H", "H", "H", "H", "H"],
  "xyz": [[2.41, -2.88, -3.01], [1.85, -2.13, -2.33], [1.12, -0.92, -1.37], [-0.15, -1.92, -0.44], [-1.09, -2.72, -0.52], [2.43, 0.19, -1.08], [3.36, 0.89, -1.00], [-0.30, -0.03, -2.71], [0.46, 0.61, -3.77], [1.18, 1.81, -3.53], [1.99, 2.35, -4.52], [2.09, 1.73, -5.77], [1.33, 0.58, -6.03], [0.51, 0.03, -5.05], [-1.24, -1.02, -2.53], [-1.36, -2.39, -2.43], [-1.89, 0.52, -1.98], [-1.22, 2.01, -1.37], [-0.92, 3.06, -0.99], [-3.09, -0.36, -1.07], [-3.98, -0.92, -0.59], [-3.30, 1.40, -2.50], [-4.26, 1.99, -2.74], [1.08, 2.30, -2.56], [2.55, 3.26, -4.30], [2.74, 2.14, -6.54], [1.38, 0.09, -7.01], [-0.12, -0.84, -5.25], [-2.36, -2.79, -2.39], [-0.55, -3.03, -2.77], [3.70, -1.90, 2.55], [2.62, -1.23, 1.85], [1.63, -2.03, 1.28], [1.55, -3.23, 1.50], [0.66, -1.25, 0.42], [-2.22, -2.23, 2.32], [-2.60, -0.81, 3.78], [-3.47, 0.27, 3.51], [-3.72, 1.19, 4.53], [-3.12, 1.03, 5.79], [-2.24, -0.03, 6.03], [-1.97, -0.96, 5.02], [0.27, 0.10, 0.97], [-0.88, 0.55, 0.95], [1.33, 0.78, 1.54], [1.18, 2.18, 1.91], [2.54, 0.18, 1.96], [3.46, 0.84, 2.42], [4.39, -1.13, 2.90], [3.27, -2.46, 3.39], [4.21, -2.59, 1.87], [-3.92, 0.36, 2.53], [-4.39, 2.02, 4.35], [-3.34, 1.75, 6.59], [-1.75, -0.14, 6.99], [-1.30, -1.80, 5.18], [2.15, 2.67, 1.77], [0.42, 2.64, 1.28], [0.89, 2.24, 2.96]]
}

No. 4
{
  "formula": "C4H6N2O4",
  "method": "ωB97M-V with the def2-TZVPD basis set",
  "energy_ev": -15410.6864,
  "total_charge": -2,
  "smiles": "CC/C(=[NH+]\\[O-])N([O-])C(=O)[O-]",
  "gap_ha": 0.1906,
  "homo_energy_ha": 0.053,
  "relative_energy_ev": 1.823,
  "elements": ["C", "C", "C", "N", "O", "N", "O", "C", "O", "O", "H", "H", "H", "H", "H", "H"],
  "xyz": [[-0.01, -0.50, -0.87], [-0.12, -0.56, 0.66], [0.17, 0.87, 1.10], [1.38, 1.35, 0.75], [2.33, 0.72, 0.12], [-0.40, 1.49, 2.15], [0.30, 2.61, 2.60], [-1.72, 1.35, 2.62], [-1.98, 1.66, 3.81], [-2.55, 0.83, 1.82], [-0.70, 0.08, -1.53], [-0.10, -1.44, -1.38], [0.96, 0.01, -1.29], [0.72, -1.16, 0.91], [-1.05, -1.00, 0.87], [1.52, 2.23, 1.19]]
}

No. 5
{
  "formula": "C2H2N6",
  "method": "ωB97M-V with the def2-TZVPD basis set",
  "energy_ev": -11041.2768,
  "smiles": "[H]/N=c1\\nncnnn1",
  "gap_ha": 0.3217,
  "homo_energy_ha": -0.376,
  "relative_energy_ev": 2.629,
  "elements": ["H", "N", "C", "N", "N", "C", "N", "N", "N", "H"],
  "xyz": [[-2.11, 0.68, 1.35], [-2.12, 0.37, 0.35], [-0.92, 0.50, -0.08], [0.09, 1.20, 0.70], [1.11, 0.48, 1.08], [1.02, -0.88, 0.78], [0.88, -1.35, -0.33], [0.49, -0.57, -1.45], [-0.40, 0.34, -1.34], [1.20, -1.70, 1.50]]
}

No. 6
{
  "formula": "C60H70O3P2SbTeTi",
  "method": "ωB97M-V with the def2-TZVPD basis set",
  "energy_ev": -125010.7036,
  "total_charge": 2,
  "s2": 0.76,
  "spin_multiplicity": 2,
  "gap_ha": [0.2187, 0.2267],
  "homo_energy_ha": [-0.429, -0.429],
  "relative_energy_ev": 1.280,
  "elements": ["Ti", "O", "C", "C", "O", "O", "C", "C", "C", "C", "C", "C", "C", "C", "C", "C", "C", "C", "H", "H", "H", "H", "H", "H", "H", "H", "H", "H", "H", "C", "C", "P", "C", "C", "C", "C", "C", "C", "C", "C", "C", "C", "C", "C", "P", "C", "C", "C", "C", "C", "C", "C", "C", "C", "C", "C", "C", "H", "H", "H", "H", "H", "H", "H", "H", "H", "H", "H", "H", "H", "H", "H", "H", "H", "H", "H", "H", "H", "H", "H", "H", "C", "C", "C", "C", "Sb", "C", "C", "C", "C", "C", "C", "C", "C", "H", "H", "H", "H", "H", "H", "H", "H", "H", "H", "H", "H", "H", "H", "H", "H", "H", "H", "H", "H", "H", "H", "H", "H", "H", "H", "H", "C", "Te", "C", "C", "C", "C", "C", "C", "C", "H", "H", "H", "H", "H", "H", "H", "H"],
  "xyz": [[-0.19, -0.43, 0.51], [0.64, -2.40, 0.30], [2.08, -2.20, 0.60], [2.30, -0.68, 0.33], [3.23, -0.09, 0.76], [1.29, -0.11, -0.45], [2.93, -3.05, -0.37], [3.99, -2.50, -1.09], [4.80, -3.32, -1.88], [4.55, -4.68, -1.96], [3.48, -5.23, -1.24], [2.69, -4.42, -0.45], [2.41, -2.65, 2.02], [3.72, -2.55, 2.49], [4.07, -3.10, 3.72], [3.12, -3.77, 4.48], [1.81, -3.85, 4.02], [1.46, -3.29, 2.80], [0.49, -3.33, 0.17], [4.21, -1.43, -1.03], [5.64, -2.89, -2.42], [5.19, -5.32, -2.56], [3.28, -6.30, -1.29], [1.90, -4.89, 0.15], [4.48, -2.05, 1.89], [5.09, -3.01, 4.08], [3.40, -4.24, 5.42], [1.05, -4.36, 4.62], [0.44, -3.37, 2.47], [0.70, 2.55, 1.56], [1.13, 1.90, 2.88], [0.77, 0.09, 2.93], [1.72, -0.42, 4.42], [3.04, 0.05, 4.55], [3.78, -0.22, 5.69], [3.22, -0.99, 6.71], [1.94, -1.52, 6.56], [1.20, -1.25, 5.41], [-0.95, -0.08, 3.53], [-1.80, -0.92, 2.80], [-3.06, -1.27, 3.26], [-3.48, -0.77, 4.47], [-2.67, 0.11, 5.19], [-1.41, 0.44, 4.73], [-0.95, 1.99, 0.97], [-2.13, 2.60, 2.20], [-3.42, 2.07, 2.23], [-4.37, 2.57, 3.12], [-4.02, 3.60, 4.00], [-2.74, 4.13, 3.97], [-1.80, 3.64, 3.07], [-1.18, 3.14, -0.43], [-2.08, 4.20, -0.39], [-2.12, 5.10, -1.46], [-1.27, 4.95, -2.54], [-0.37, 3.89, -2.58], [-0.33, 2.99, -1.53], [1.39, 2.26, 0.78], [0.71, 3.63, 1.61], [0.66, 2.36, 3.75], [2.20, 2.00, 3.00], [3.50, 0.62, 3.75], [4.79, 0.17, 5.79], [3.79, -1.20, 7.61], [1.52, -2.15, 7.34], [0.22, -1.69, 5.31], [-1.50, -1.34, 1.86], [-3.69, -1.95, 2.69], [-4.45, -1.06, 4.86], [-3.02, 0.51, 6.14], [-0.77, 1.09, 5.32], [-3.70, 1.28, 1.56], [-5.38, 2.16, 3.13], [-4.76, 3.99, 4.70], [-2.47, 4.94, 4.64], [-0.81, 4.09, 3.04], [-2.74, 4.34, 0.45], [-2.82, 5.93, -1.43], [-1.30, 5.67, -3.36], [0.32, 3.79, -3.42], [0.39, 2.18, -1.54], [-4.42, -1.27, -0.69], [-3.67, -0.61, -1.85], [-4.36, -0.87, -3.19], [-3.57, 0.89, -1.60], [-1.64, -1.39, -1.81], [-0.75, -1.04, -3.76], [0.74, -1.39, -3.66], [-1.45, -1.89, -4.82], [-0.91, 0.44, -4.08], [-1.90, -3.54, -1.69], [-2.21, -3.91, -0.23], [-0.61, -4.22, -2.17], [-3.06, -4.00, -2.59], [-5.41, -0.79, -0.59], [-3.89, -1.14, 0.26], [-4.59, -2.34, -0.85], [-5.39, -0.47, -3.15], [-4.44, -1.94, -3.43], [-3.85, -0.37, -4.02], [-4.58, 1.32, -1.58], [-3.00, 1.42, -2.37], [-3.10, 1.10, -0.65], [0.91, -2.45, -3.46], [1.23, -0.80, -2.89], [1.22, -1.15, -4.62], [-1.25, -2.96, -4.70], [-1.06, -1.60, -5.80], [-2.53, -1.75, -4.83], [-0.39, 1.07, -3.37], [-1.96, 0.76, -4.13], [-0.46, 0.63, -5.07], [-1.58, -3.41, 0.51], [-2.08, -5.00, -0.10], [-3.24, -3.68, 0.03], [0.31, -3.81, -1.75], [-0.51, -4.16, -3.26], [-0.65, -5.29, -1.91], [-4.03, -3.61, -2.25], [-3.13, -5.10, -2.55], [-2.92, -3.72, -3.64], [2.92, 4.00, -1.84], [3.20, 1.93, -2.29], [3.59, 2.61, -4.27], [2.93, 3.98, -4.35], [2.64, 4.57, -5.58], [2.04, 5.82, -5.64], [1.74, 6.50, -4.46], [2.03, 5.92, -3.23], [2.62, 4.66, -3.17], [3.84, 4.38, -1.38], [2.10, 4.13, -1.13], [3.18, 1.91, -5.00], [4.67, 2.66, -4.42], [2.88, 4.04, -6.50], [1.80, 6.26, -6.60], [1.26, 7.48, -4.50], [1.80, 6.45, -2.31]]
}

No. 7
{
  "formula": "C5H14N3O",
  "method": "ωB97M-V with the def2-TZVPD basis set",
  "energy_ev": -11919.9749,
  "total_charge": 1,
  "gap_ha": 0.2913,
  "homo_energy_ha": -0.471,
  "relative_energy_ev": 4.432,
  "elements": ["C", "C", "C", "C", "C", "N", "N", "N", "O", "H", "H", "H", "H", "H", "H", "H", "H", "H", "H", "H", "H", "H", "H"],
  "xyz": [[3.32, 0.16, 0.72], [3.08, -0.82, -0.43], [2.11, 0.24, -0.12], [-1.59, -1.29, -0.05], [-1.25, -0.37, -1.17], [0.76, -0.10, 0.44], [-2.55, -0.88, 0.70], [-1.94, 0.66, -1.37], [-3.62, 1.61, 0.57], [3.12, 0.00, 1.78], [4.10, 0.86, 0.70], [3.62, -0.77, -1.27], [3.01, -1.90, 0.00], [-1.04, -2.24, -0.11], [-0.45, -0.67, -1.80], [-2.83, 2.24, 0.47], [0.64, -0.55, 1.44], [-2.96, -1.65, 1.31], [-2.96, 0.05, 0.54], [-1.57, 1.30, -2.16], [0.30, 0.76, 0.44], [2.13, 1.10, -0.76], [-4.55, 2.10, 0.44]]
}

No. 8
{
  "formula": "C6H11N2O",
  "method": "ωB97M-V with the def2-TZVPD basis set",
  "energy_ev": -11415.7078,
  "total_charge": 1,
  "s2": 2.01,
  "spin_multiplicity": 3,
  "gap_ha": [0.2655, 0.2571],
  "homo_energy_ha": [-0.364, -0.535],
  "relative_energy_ev": 2.097,
  "elements": ["C", "C", "C", "C", "C", "C", "N", "N", "O", "H", "H", "H", "H", "H", "H", "H", "H", "H", "H", "H"],
  "xyz": [[-0.20, 0.09, 1.11], [1.29, 0.38, 1.14], [0.99, 0.91, -1.34], [1.67, 0.04, -0.31], [0.37, -0.38, -0.99], [-2.06, -0.45, -0.56], [-0.68, -0.23, -0.09], [-0.99, 0.19, 2.27], [0.19, -1.50, -1.92], [1.47, 1.43, 1.21], [1.83, -0.31, 1.89], [0.45, 1.83, -0.94], [1.33, 1.21, -2.40], [2.69, -0.29, -0.36], [-2.75, -0.75, 0.21], [-1.85, -1.19, -1.28], [-2.34, 0.59, -0.89], [-0.43, 0.27, 3.10], [-1.99, -0.11, 2.31], [1.02, -1.73, -2.15]]
}

No. 9
{
  "formula": "C6H7N2OP",
  "method": "ωB97M-V with the def2-TZVPD basis set",
  "energy_ev": -20648.6421,
  "smiles": "C/N=P/N=C/c1ccco1",
  "gap_ha": 0.2986,
  "homo_energy_ha": -0.313,
  "relative_energy_ev": 0.000,
  "elements": ["C", "N", "P", "N", "C", "C", "C", "C", "C", "O", "H", "H", "H", "H", "H", "H", "H"],
  "xyz": [[-3.66, 0.55, -0.29], [-2.32, 0.02, -0.13], [-1.87, -1.46, 0.02], [-0.22, -1.01, 0.21], [0.91, -1.62, 0.02], [2.14, -0.81, 0.09], [2.17, 0.57, 0.18], [3.53, 0.93, -0.02], [4.21, -0.23, -0.25], [3.39, -1.29, -0.17], [-3.63, 1.21, 0.57], [-4.51, -0.13, -0.57], [-3.64, 1.42, -1.09], [1.13, -2.68, 0.04], [1.22, 1.26, 0.23], [3.85, 1.85, -0.24], [5.30, -0.25, -0.45]]
}

No. 10
{
  "formula": "C13H12ClN4S2V",
  "method": "ωB97M-V with the def2-TZVPD basis set",
  "energy_ev": -79511.4187,
  "total_charge": 1,
  "s2": 3.77,
  "spin_multiplicity": 4,
  "gap_ha": [0.2559, 0.2628],
  "homo_energy_ha": [-0.404, -0.418],
  "elements": ["V", "C", "S", "C", "S", "N", "N", "C", "C", "C", "C", "C", "C", "N", "H", "H", "H", "H", "H", "H", "H", "H", "Cl", "C", "C", "C", "C", "N", "C", "H", "H", "H", "H"],
  "xyz": [[-0.11, -0.29, 0.47], [2.41, 3.01, -3.18], [2.42, 1.20, -3.09], [1.67, 0.91, -1.57], [1.44, -0.80, -1.23], [1.39, 1.91, -0.76], [0.79, 1.48, 0.37], [0.76, 2.23, 1.42], [0.15, 1.64, 2.60], [0.05, 2.33, 3.81], [-0.49, 1.67, 4.90], [-0.92, 0.36, 4.75], [-0.80, -0.25, 3.50], [-0.28, 0.37, 2.45], [3.18, 3.28, -3.89], [2.66, 3.42, -2.20], [1.45, 3.38, -3.51], [1.20, 3.22, 1.43], [0.41, 3.34, 3.88], [-0.58, 2.17, 5.85], [-1.34, -0.20, 5.58], [-1.13, -1.27, 3.35], [-4.59, -3.15, -0.68], [-4.00, -1.57, -0.38], [-4.85, -0.46, -0.40], [-4.31, 0.79, -0.15], [-2.95, 0.90, 0.11], [-2.14, -0.16, 0.12], [-2.65, -1.37, -0.12], [-5.90, -0.59, -0.61], [-4.93, 1.67, -0.16], [-2.49, 1.86, 0.31], [-1.97, -2.21, -0.13]]
}

No. 11
{
  "formula": "C4H5NO2",
  "method": "ωB97M-V with the def2-TZVPD basis set",
  "energy_ev": -9812.7627,
  "smiles": "O=C[C@H]1CN=CO1",
  "gap_ha": 0.3952,
  "homo_energy_ha": -0.368,
  "relative_energy_ev": 1.552,
  "elements": ["O", "C", "C", "C", "N", "C", "O", "H", "H", "H", "H", "H"],
  "xyz": [[1.26, 0.68, 2.27], [0.91, 0.96, 1.15], [0.71, -0.07, 0.05], [-0.56, -0.92, 0.31], [-1.22, -1.00, -1.01], [-0.76, -0.02, -1.65], [0.32, 0.65, -1.14], [0.64, 2.00, 0.84], [1.64, -0.63, -0.11], [-0.43, -1.86, 0.86], [-1.24, -0.29, 0.88], [-1.28, 0.51, -2.45]]
}

No. 12
{
  "formula": "C4H7NO",
  "method": "ωB97M-V with the def2-TZVPD basis set",
  "energy_ev": -7797.1647,
  "smiles": "O=CC[C@H]1CN1",
  "gap_ha": 0.3905,
  "homo_energy_ha": -0.354,
  "relative_energy_ev": 2.480,
  "elements": ["O", "C", "C", "C", "C", "N", "H", "H", "H", "H", "H", "H", "H"],
  "xyz": [[1.13, 2.06, -0.12], [1.67, 0.98, -0.12], [1.01, -0.37, 0.09], [-0.43, -0.42, 0.55], [-1.43, 0.31, -0.24], [-1.44, -1.14, -0.29], [2.77, 0.91, -0.33], [1.67, -0.96, 0.73], [1.02, -0.86, -0.89], [-0.63, -0.82, 1.53], [-1.04, 0.71, -1.17], [-2.26, 0.86, 0.18], [-2.17, -1.44, 0.37]]
}